91
Properties=species:S:1:pos:R:3:mulliken_charge:R:1 method="wB97M-V/def2-TZVPD" energy_ha=-3112.459534 lumo_ev="0.397 / -0.302" relative_energy_ev=0.000 spin_multiplicity=2 gap_ev="6.29 / 7.16" s_squared=0.754 charge=0
Hg -1.5783 -0.0575 0.9429 0.969
C -1.6615 -4.6061 -1.1026 -1.786
C -1.4680 -3.3927 -0.2355 0.120
N -2.1711 -2.3268 -0.3248 0.598
N -3.1569 -2.3194 -1.2688 -0.898
C -3.9283 -1.2605 -1.2622 0.088
N -4.8525 -1.2488 -2.2917 -0.366
S -3.9502 0.1378 -0.2491 -0.482
C -0.4099 -3.4273 0.8099 0.720
C 0.6479 -4.3305 0.7176 -0.499
C 1.6101 -4.3486 1.7142 -0.579
C 1.4897 -3.4686 2.7742 -0.531
C 0.4154 -2.5909 2.7741 -0.180
N -0.5150 -2.5703 1.8304 -0.260
H -2.6646 -4.6023 -1.5178 0.455
H -1.4963 -5.5208 -0.5340 0.466
H -0.9553 -4.6044 -1.9395 0.246
H -5.0688 -2.1647 -2.6581 0.254
H -5.6421 -0.6430 -2.1416 0.245
H 0.7243 -5.0001 -0.1281 0.370
H 2.4499 -5.0295 1.6495 0.429
H 2.2164 -3.4430 3.5747 0.424
H 0.2986 -1.8619 3.5680 0.258
C -1.6670 4.7123 -0.0843 -2.134
C -1.4838 3.7998 1.1016 0.983
C -0.1764 3.4955 1.5109 1.413
C 0.9599 4.0708 0.7011 -1.890
C 0.0361 2.6602 2.6089 0.751
C 1.4257 2.3122 3.0898 -2.412
C -1.0679 2.1188 3.2857 1.455
C -0.8705 1.1520 4.4308 -2.387
C -2.3697 2.4484 2.8958 0.714
C -3.5446 1.9085 3.6762 -2.238
C -2.5804 3.2586 1.7722 1.800
C -3.9872 3.4893 1.2708 -2.567
H -1.3495 4.2121 -1.0036 0.175
H -1.0569 5.6115 0.0197 0.418
H -2.6964 5.0354 -0.2073 0.494
H 0.8425 3.8114 -0.3536 0.189
H 1.9327 3.7053 1.0123 0.168
H 0.9824 5.1623 0.7622 0.493
H 1.4708 2.3063 4.1788 0.545
H 2.1729 3.0271 2.7557 0.473
H 1.7232 1.3219 2.7319 0.136
H -1.6108 0.3522 4.3919 0.441
H -0.9710 1.6443 5.4034 0.361
H 0.1099 0.6836 4.3984 0.386
H -3.8772 0.9415 3.2815 0.259
H -4.3943 2.5865 3.6380 0.492
H -3.2917 1.7658 4.7252 0.464
H -4.4383 4.3908 1.6970 0.357
H -4.6332 2.6486 1.5150 0.442
H -4.0105 3.5877 0.1873 0.426
O 1.8456 -0.5752 0.9755 -0.567
S 1.9805 -1.0308 -0.4316 0.893
C 2.9101 0.2457 -1.2909 0.620
C 3.1735 0.1282 -2.6461 -0.582
C 3.8455 1.1529 -3.2918 -0.737
C 4.2346 2.2838 -2.5831 -0.626
C 3.9495 2.3916 -1.2302 -0.573
C 3.2775 1.3683 -0.5750 -0.217
C 3.2849 -2.2696 -0.4269 0.116
C 4.2202 -2.2589 0.5945 -0.452
C 5.1904 -3.2480 0.6288 -0.754
C 5.2180 -4.2341 -0.3513 -0.557
C 4.2702 -4.2388 -1.3649 -0.683
C 3.2903 -3.2554 -1.3990 -0.177
H 2.8551 -0.7504 -3.1961 0.326
H 4.0598 1.0747 -4.3497 0.422
H 4.7534 3.0857 -3.0921 0.391
H 4.2405 3.2794 -0.6831 0.441
H 3.0172 1.4308 0.4745 0.374
H 4.1569 -1.4928 1.3575 0.475
H 5.9289 -3.2525 1.4203 0.418
H 5.9775 -5.0045 -0.3200 0.392
H 4.2861 -5.0137 -2.1205 0.430
H 2.5252 -3.2659 -2.1678 0.387
C -1.4051 -1.6656 -3.7950 -1.205
N -0.8142 -0.8229 -2.7792 0.479
C -1.1485 0.4544 -2.5489 -0.723
S -0.3244 1.3511 -1.3717 0.318
N -2.1402 0.9650 -3.2950 -0.057
C -2.6616 2.3034 -3.0807 -0.974
H -0.9549 -2.6526 -3.7248 0.257
H -1.2184 -1.2626 -4.7939 0.435
H -2.4775 -1.7918 -3.6349 0.344
H -0.1263 -1.2000 -2.1487 -0.140
H -2.7587 0.3066 -3.7430 0.319
H -3.1482 2.3838 -2.1066 0.213
H -3.3780 2.5177 -3.8716 0.410
H -1.8476 3.0216 -3.1322 0.295